Entry 1:
A structure of composition C4H10ClISi. Source: the Open Molecules 2025 dataset; level of theory: the ωB97M-V functional and the def2-TZVPD basis.

The geometry in XYZ format:
```
17
Properties=species:S:1:pos:R:3:mulliken_charge:R:1
C 0.01951 -0.37745 -1.75357 -1.00
C -1.36449 1.53331 0.34922 -1.21
C -0.54808 -1.65630 0.85344 -1.09
C 1.68749 0.42503 0.74446 -0.61
Si -0.07074 0.01902 0.01472 0.61
Cl 1.81917 2.66979 0.20799 -0.31
I 3.25743 -0.56529 -0.16142 0.16
H -1.06954 -0.38978 -1.93434 0.25
H 0.54815 0.28902 -2.38176 0.36
H 0.54143 -1.34835 -1.89809 0.34
H -1.67123 1.81480 -0.62049 0.37
H -2.17368 0.92491 0.67514 0.39
H -1.15670 2.25169 1.12685 0.34
H -0.31318 -1.73846 1.87063 0.38
H -1.51668 -1.89766 0.51030 0.32
H 0.23307 -2.41456 0.50840 0.27
H 1.77809 0.46030 1.88851 0.43
```

Calculated values
energy = -1205.7388 Ha
energy above the lowest of the compared OMol25 structures with the same formula, charge and spin = 3.1239 eV
total charge = 0
HOMO-LUMO gap = 8.9 eV
HOMO energy = -9.702 eV

Entry 2:
The molecule C4H10ClN. Source: the Open Molecules 2025 dataset; level of theory: the ωB97M-V functional and the def2-TZVPD basis.

The geometry in XYZ format:
```
16
Properties=species:S:1:pos:R:3:mulliken_charge:R:1
C -1.46164 -1.09620 -0.35368 -1.19
C 0.05290 -0.91312 -0.34097 -0.83
C 0.64121 0.34541 0.22499 0.64
C 0.21293 1.49977 -0.56795 -1.39
N 0.58355 0.46165 1.54162 -0.34
Cl 2.57244 -0.09139 -0.37297 -0.36
H -1.48587 -2.13589 -0.10193 0.33
H -2.07592 -1.02083 -1.24962 0.31
H -1.89244 -0.45052 0.41630 0.33
H 0.36255 -1.10393 -1.33136 0.45
H 0.52523 -1.66155 0.32546 0.45
H 0.79160 2.42129 -0.25953 0.35
H 0.44191 1.33037 -1.52853 0.45
H -0.83447 1.65045 -0.50689 0.37
H 0.65759 -0.44327 1.97143 0.21
H 0.90845 1.20774 2.13362 0.23
```

Calculated values
energy = -673.3306 Ha
energy above the lowest of the compared OMol25 structures with the same formula, charge and spin = 0.7858 eV
total charge = 0
HOMO-LUMO gap = 10.4 eV
HOMO energy = -9.537 eV
SMILES string = CC[C@@](C)(N)Cl

Entry 3:
A cluster of 3 separate species, C4H10ClN3 in total. Source: the Open Molecules 2025 dataset; level of theory: the ωB97M-V functional and the def2-TZVPD basis.

The geometry in XYZ format:
```
18
Properties=species:S:1:pos:R:3:mulliken_charge:R:1
H 0.58330 1.12221 1.87489 0.25
N -0.28326 0.83680 2.21029 -0.57
C -0.68974 -0.23273 1.68808 0.42
C -2.16819 -0.62843 1.80400 -1.12
C 0.06413 -1.12274 0.89704 -0.14
C 0.57618 -2.04479 0.26548 -0.27
H -2.34320 -1.70695 2.18447 0.32
H -2.64898 -0.04445 2.53103 0.34
H -2.58813 -0.35400 0.85189 0.31
H 0.73475 -2.78785 -0.37976 0.50
Cl -1.82900 3.13320 2.65093 -0.41
H -1.06160 2.09682 2.25307 0.33
N 1.20164 0.74155 -2.32928 -0.53
N 2.20579 0.28551 -1.31326 -0.39
H 0.57269 -0.00131 -2.23477 0.25
H 0.68921 1.57877 -1.87443 0.25
H 3.01496 0.87035 -1.20451 0.23
H 2.54235 -0.50003 -1.77656 0.20
```

Calculated values
energy = -782.7110 Ha
energy above the lowest of the compared OMol25 structures with the same formula, charge and spin = 4.0927 eV
total charge = 0
HOMO-LUMO gap = 8.5 eV
HOMO energy = -8.809 eV
SMILES string = [H]/N=C(/C)C#C.Cl.NN

Entry 4:
A cluster of 2 separate species, C4H10ClNO in total. Source: the Open Molecules 2025 dataset; level of theory: the ωB97M-V functional and the def2-TZVPD basis.

The geometry in XYZ format:
```
17
Properties=species:S:1:pos:R:3:mulliken_charge:R:1
C 1.24207 0.96774 0.39303 -1.41
C -0.03074 0.64706 -0.37205 0.41
C -0.13576 1.47962 -1.66357 -1.20
C -0.99741 0.00107 0.13032 0.62
N -0.90711 -0.70762 1.32949 -0.51
Cl -2.55870 -0.18889 -0.69929 -0.25
H 1.43462 1.97546 0.28740 0.46
H 2.13388 0.28957 -0.06313 0.23
H 1.20972 0.70208 1.43860 0.36
H 0.38111 2.43506 -1.38055 0.27
H -1.14412 1.62510 -2.02946 0.42
H 0.45600 0.80642 -2.40850 0.25
H -1.74867 -1.21709 1.36446 0.18
H -0.82115 -0.11716 2.05823 0.18
O 0.81464 -3.06065 0.47719 -0.65
H -0.00652 -3.46055 0.55974 0.30
H 0.67812 -2.17721 0.57809 0.33
```

Calculated values
energy = -748.5437 Ha
energy above the lowest of the compared OMol25 structures with the same formula, charge and spin = 2.1036 eV
total charge = 0
HOMO-LUMO gap = 9.6 eV
HOMO energy = -8.885 eV
SMILES string = CC(C)=C(N)Cl.O

Entry 5:
The molecule C4H10ClP. Source: the Open Molecules 2025 dataset; level of theory: the ωB97M-V functional and the def2-TZVPD basis.

The geometry in XYZ format:
```
16
Properties=species:S:1:pos:R:3:mulliken_charge:R:1
C 0.05671 -1.80779 -1.01293 -1.20
C -0.39750 -0.50433 -0.27584 -0.03
C -0.56090 0.58032 -1.27319 -1.37
P 1.18435 0.07345 0.84447 -0.03
C 0.33821 1.51242 1.64409 -0.45
Cl 1.09012 1.92371 3.14492 -0.18
H -0.41254 -2.66729 -0.46848 0.29
H -0.24455 -1.97292 -2.04966 0.35
H 1.11888 -1.64744 -1.11922 0.34
H -1.03427 -0.84191 0.48916 0.55
H 0.47823 0.88832 -1.58202 0.35
H -1.18645 1.30624 -0.78138 0.34
H -1.02803 0.21419 -2.21118 0.42
H 0.90472 -0.83490 1.95645 0.03
H -0.83021 1.45219 1.62703 0.28
H 0.52324 2.32572 1.06779 0.32
```

Calculated values
energy = -959.8790 Ha
energy above the lowest of the compared OMol25 structures with the same formula, charge and spin = 1.9778 eV
total charge = 0
HOMO-LUMO gap = 10.3 eV
HOMO energy = -9.323 eV
SMILES string = CC(C)PCCl

Entry 6:
A structure of composition C4H10F36HfO2P6. Source: the Open Molecules 2025 dataset; level of theory: the ωB97M-V functional and the def2-TZVPD basis.

The geometry in XYZ format:
```
59
Properties=species:S:1:pos:R:3:mulliken_charge:R:1
Hf -0.11942 -0.52005 0.50424 2.73
P -4.79043 1.18805 2.09668 1.17
F -4.40301 2.13988 3.26619 -0.34
F -6.32793 1.63780 2.03273 -0.36
F -4.38114 2.31771 1.04723 -0.34
F -5.10337 0.24694 0.81232 -0.38
F -3.32317 0.51681 1.94330 -0.31
F -5.08548 -0.01330 3.16957 -0.38
P -2.28509 -4.09454 0.22705 0.97
F -1.87074 -5.40240 1.11600 -0.34
F -0.77243 -3.73846 -0.10379 -0.25
F -2.50013 -4.93791 -1.15885 -0.34
F -2.43492 -2.66647 -0.57312 -0.28
F -3.82069 -4.23826 0.55062 -0.32
F -1.90294 -3.04761 1.43613 -0.30
P 1.69246 -1.06915 4.36722 0.99
F 3.07498 -1.96075 4.57440 -0.34
F 1.16015 -2.11872 3.23158 -0.31
F 0.91554 -1.84589 5.52921 -0.33
F 0.27200 -0.47124 3.89394 -0.26
F 2.16753 0.12813 5.37339 -0.31
F 2.12500 -0.41733 2.92238 -0.28
P 0.51540 4.16539 2.88553 1.23
F 1.04847 5.56966 3.43817 -0.35
F -0.98933 4.73992 2.59624 -0.37
F 1.02605 4.59114 1.45932 -0.35
F -0.01703 2.77799 2.12088 -0.31
F 1.98397 3.44609 3.03954 -0.37
F -0.00059 3.61495 4.37897 -0.37
P 0.55743 -1.60355 -4.68424 1.28
F 1.04261 -2.23915 -6.07734 -0.36
F -0.98997 -1.96477 -5.08065 -0.37
F 0.58272 -3.12879 -4.15747 -0.37
F 0.17198 -1.21644 -3.11838 -0.32
F 2.19252 -1.43696 -4.37796 -0.38
F 0.47534 -0.04435 -5.22457 -0.37
P 4.15429 -3.34779 -0.42312 1.23
F 4.86545 -2.26027 0.52960 -0.34
F 3.34317 -3.91471 0.80849 -0.32
F 2.98231 -2.11256 -0.55440 -0.35
F 3.08652 -4.18145 -1.37792 -0.34
F 4.83797 -2.70882 -1.78886 -0.36
F 5.20708 -4.48037 -0.25723 -0.32
C -2.63405 1.29876 -2.35868 -0.95
O -1.36457 1.46166 -1.73999 -0.09
C -0.73750 2.68340 -2.01307 -0.66
C 0.81205 2.59519 -2.14069 -0.77
O 1.43481 1.68085 -1.12610 0.03
C 2.84831 2.03657 -0.93220 -0.80
H -2.50445 1.49795 -3.42246 0.34
H -3.32106 2.06287 -1.99501 0.37
H -3.10343 0.32153 -2.47187 0.37
H -0.92758 3.42783 -1.23991 0.45
H -0.91617 3.09616 -3.00595 0.37
H 1.29923 3.56891 -2.08949 0.43
H 1.28307 2.12440 -3.00359 0.45
H 2.98721 3.09312 -0.70307 0.27
H 3.25318 1.85202 -1.92725 0.36
H 3.22784 1.30034 -0.22366 0.34
```

Calculated values
energy = -6000.9640 Ha
energy above the lowest of the compared OMol25 structures with the same formula, charge and spin = 23.1137 eV
total charge = -2
HOMO-LUMO gap = 3.1 eV
HOMO energy = -7.825 eV

Entry 7:
A cluster of 2 separate species, C4H10FNO in total. Source: the Open Molecules 2025 dataset; level of theory: the ωB97M-V functional and the def2-TZVPD basis.

The geometry in XYZ format:
```
17
Properties=species:S:1:pos:R:3:mulliken_charge:R:1
C 2.76599 0.32911 -0.63048 -1.31
C -1.70678 -0.23734 1.28623 -1.13
C 1.63429 -0.13185 0.26317 0.08
C -1.44376 0.07359 -0.16825 0.57
N -2.37634 0.90667 -0.79710 -0.52
O 1.85796 -1.29518 0.70763 -0.21
F -1.07939 -1.08853 -0.93683 -0.40
H 3.34908 0.86489 0.09251 0.36
H 2.45712 1.04614 -1.29736 0.28
H 3.39797 -0.35361 -1.06508 0.50
H -2.53578 -0.79141 1.39793 0.43
H -0.79772 -0.75566 1.76294 0.23
H -1.90128 0.64678 1.82430 0.37
H -0.54436 0.51069 -0.23057 0.06
H -2.23796 1.29675 -1.74496 0.22
H -3.46356 0.64788 -0.66818 0.22
H 2.62451 -1.66894 0.20408 0.24
```

Calculated values
energy = -388.1302 Ha
energy above the lowest of the compared OMol25 structures with the same formula, charge and spin = 3.8179 eV
total charge = 0
HOMO-LUMO gap = 9.3 eV
HOMO energy = -8.456 eV

Entry 8:
The molecule C4H10FNO. Source: the Open Molecules 2025 dataset; level of theory: the ωB97M-V functional and the def2-TZVPD basis.

The geometry in XYZ format:
```
17
Properties=species:S:1:pos:R:3:mulliken_charge:R:1
C 1.42449 1.34605 -0.54697 -1.25
C 0.78544 0.12265 0.19184 0.08
O 1.81545 -0.97380 0.13975 -0.54
C -0.64558 -0.34109 -0.21363 0.79
C -1.05068 -1.60139 0.51455 -1.25
N -1.73125 0.98639 0.40558 -0.71
F -0.86785 -0.57118 -1.53703 -0.32
H 1.80395 1.17598 -1.56117 0.30
H 2.23903 1.81060 -0.00332 0.37
H 0.68346 2.13441 -0.57622 0.33
H 0.65828 0.49704 1.27041 0.26
H 1.51060 -1.74206 -0.41068 0.34
H -2.09601 -1.96335 0.31101 0.36
H -0.56783 -2.42050 0.10325 0.43
H -0.82829 -1.50738 1.59315 0.26
H -1.12604 1.62166 0.84750 0.28
H -2.00718 1.42596 -0.52806 0.27
```

Calculated values
energy = -388.2027 Ha
energy above the lowest of the compared OMol25 structures with the same formula, charge and spin = 1.8454 eV
total charge = 0
HOMO-LUMO gap = 10.9 eV
HOMO energy = -10.038 eV
SMILES string = C[C@H](O)[C@@](C)(N)F

Entry 9:
The ion C4H10FNP with charge +1. Source: the Open Molecules 2025 dataset; level of theory: the ωB97M-V functional and the def2-TZVPD basis.

The geometry in XYZ format:
```
17
Properties=species:S:1:pos:R:3:mulliken_charge:R:1
C 0.55048 1.17977 -0.89226 -1.18
C -0.31371 0.12010 -0.33696 1.08
C 0.29576 0.11827 1.07334 -0.05
C -1.80961 0.35632 -0.35865 -1.65
N 0.00478 -1.21836 -0.99653 -0.20
F -0.20600 1.02556 1.90138 -0.22
P 1.93927 -0.59878 1.39275 -0.15
H 1.55759 0.95782 -1.18830 0.36
H 0.27328 2.20409 -0.74903 0.33
H -2.33849 -0.46023 0.12769 0.45
H -2.16828 0.45831 -1.37908 0.44
H -2.04043 1.27211 0.17929 0.42
H 0.76947 -1.09967 -1.67435 0.39
H -0.81485 -1.58450 -1.49371 0.37
H 0.30016 -1.90712 -0.28862 0.38
H 1.50659 -1.26109 2.54558 0.10
H 2.49400 0.43740 2.13745 0.11
```

Calculated values
energy = -654.0064 Ha
energy above the lowest of the compared OMol25 structures with the same formula, charge and spin = 0.9124 eV
total charge = +1
HOMO-LUMO gap (alpha / beta) = 8.3 / 8.6 eV
HOMO energy (alpha / beta) = -12.718 / -12.989 eV

Entry 10:
The ion C4H10IN2S with charge +1. Source: the Open Molecules 2025 dataset; level of theory: the ωB97M-V functional and the def2-TZVPD basis.

The geometry in XYZ format:
```
18
Properties=species:S:1:pos:R:3:mulliken_charge:R:1
C -0.88456 -0.83967 -1.48384 -1.64
C 0.24272 -0.03806 -1.00903 0.00
C 0.14825 0.90682 0.11746 -0.09
N -1.06757 0.83323 1.00562 -0.16
S 0.89188 2.57362 -0.17712 -0.13
C 1.05225 -0.31092 0.18477 -0.12
N 0.51150 -1.38187 0.99610 -0.56
I 3.14588 -0.52864 0.00971 0.21
H -1.49757 -0.23605 -2.21524 0.38
H -1.61657 -1.08681 -0.72583 0.36
H -0.53259 -1.75563 -1.98434 0.37
H 0.71447 0.34885 -1.85410 0.61
H -0.88546 1.39228 1.80688 0.35
H -1.92769 1.28289 0.65233 0.36
H -1.38853 -0.05890 1.30676 0.39
H 1.62966 2.64973 0.97766 0.19
H 0.91898 -1.52581 1.87750 0.25
H 0.54494 -2.22508 0.51470 0.24
```

Calculated values
energy = -963.5052 Ha
energy above the lowest of the compared OMol25 structures with the same formula, charge and spin = 0.1981 eV
total charge = +1
HOMO-LUMO gap = 9.4 eV
HOMO energy = -12.878 eV
SMILES string = C[C@H]1[C@]([NH3+])(S)[C@]1(N)I

Entry 11:
A cluster of 2 separate species, C4H10IN2S in total. Source: the Open Molecules 2025 dataset; level of theory: the ωB97M-V functional and the def2-TZVPD basis.

The geometry in XYZ format:
```
18
Properties=species:S:1:pos:R:3:mulliken_charge:R:1
C 1.04373 1.02001 0.52564 0.04
C -0.20450 -1.46390 0.54585 0.38
C 0.04842 0.13541 0.20499 0.23
C 0.94803 2.41247 0.08658 -1.14
N -0.94909 -2.18484 -0.31656 -0.25
N -0.82921 0.59739 -0.81317 -0.52
S 0.36324 -2.12860 2.08709 -0.14
I -2.69177 -4.79836 -1.71997 -0.03
H 1.88298 0.79336 1.21144 0.30
H -0.13376 2.47020 -0.20309 0.19
H 1.39386 2.41524 -0.92430 0.36
H 1.29331 3.08646 0.85299 0.38
H -1.13911 -3.18253 -0.06228 0.14
H -1.11926 -1.85672 -1.28108 0.30
H -1.69020 0.17889 -0.71147 0.24
H -3.76987 -4.28240 -2.66380 0.12
H -0.79218 1.57753 -1.06115 0.18
H 0.75098 -1.01375 2.75878 0.22
```

Calculated values
energy = -963.4783 Ha
energy above the lowest of the compared OMol25 structures with the same formula, charge and spin = 0.9309 eV
total charge = +1
HOMO-LUMO gap = 7.7 eV
HOMO energy = -12.566 eV

Entry 12:
A cluster of 2 separate species, C4H10IPS in total. Source: the Open Molecules 2025 dataset; level of theory: the ωB97M-V functional and the def2-TZVPD basis.

The geometry in XYZ format:
```
17
Properties=species:S:1:pos:R:3:mulliken_charge:R:1
C -1.16220 2.05126 -0.07283 -0.86
C 1.36575 -2.41836 -0.57221 -0.93
C 0.17808 1.78544 0.66143 -0.50
C 0.34989 -1.29757 -0.31310 -0.58
P 1.30790 0.47138 -0.25457 0.23
S 2.92119 0.12851 0.71846 -0.33
I -5.52453 -0.76839 0.57271 0.00
H -1.62640 1.07618 -0.34560 0.22
H -2.02037 2.60990 0.58720 0.27
H -1.05562 2.62367 -1.03143 0.28
H 2.35077 -1.98000 -0.57981 0.27
H 1.26168 -3.19432 0.21895 0.30
H 1.16992 -2.73145 -1.53605 0.29
H 0.02183 1.47361 1.69442 0.35
H 0.86327 2.65093 0.72982 0.32
H -0.09560 -1.53520 0.62699 0.30
H -0.30555 -0.94559 -1.10436 0.38
```

Calculated values
<S²> = 2.009
energy = -1195.5539 Ha
2S+1 = 3
total charge = 0
HOMO-LUMO gap (alpha / beta) = 8.8 / 5.2 eV
HOMO energy (alpha / beta) = -8.001 / -8.749 eV

Number 1: strongest force on any atom 3.6 eV/Å. Number 2: strongest force on any atom 4.1 eV/Å. Number 3: strongest force on any atom 6.3 eV/Å. Number 4: strongest force on any atom 5.0 eV/Å. Number 5: strongest force on any atom 4.2 eV/Å. Number 6: strongest force on any atom 5.3 eV/Å. Number 7: strongest force on any atom 4.5 eV/Å. Number 8: strongest force on any atom 5.4 eV/Å. Number 9: strongest force on any atom 2.4 eV/Å. Number 10: strongest force on any atom 2.5 eV/Å. Number 11: strongest force on any atom 3.4 eV/Å. Number 12: strongest force on any atom 3.0 eV/Å.